1.
DFT (the ωB97M-V functional and the def2-TZVPD basis) results for a molecular structure, C14H20F5N4OPdSSe.

ORCA input file:
```
! wB97M-V def2-TZVPD RIJCOSX def2/J DEFGRID3
* xyz -1 1
N -1.4559 -3.5787 -2.0686
C -0.4374 0.0739 -3.5078
C -2.4610 2.5629 4.4786
H 0.4406 -2.7785 0.4079
H 3.1490 1.0249 -3.3778
N 0.1930 0.1860 -0.3198
C -2.8193 0.9379 6.1690
S -2.2169 -2.0945 -0.0158
C -1.5512 0.2900 4.1584
H 1.3163 1.9519 0.9831
H 0.6297 -4.9022 -1.6743
O -0.9180 -0.6053 3.4954
C -2.9974 2.2329 5.7054
F -1.9884 -1.2309 5.9326
H 2.8680 1.6573 0.2097
F -3.3352 0.5968 7.3622
H -0.2577 -0.4601 -0.9557
H -0.3980 0.9351 -4.1756
C 0.9462 -0.2577 -2.9581
C -2.1259 0.0070 5.4276
C 1.1552 0.8947 -0.8288
C 2.5390 1.6442 -2.7151
Pd -0.0446 -0.4544 1.5245
F -1.2813 2.0278 2.5437
H 0.9153 -1.1836 -2.3736
C 1.9669 2.8294 -3.4814
H -2.3124 -3.2144 -2.4478
H 1.7832 2.9138 -0.4410
H 1.6853 -4.6484 -0.2860
C 1.8295 1.9263 0.0290
H 3.2075 1.9873 -1.9287
C -1.7649 1.6338 3.7341
H -0.8391 -0.7725 -4.0675
H 1.7798 -3.5305 -1.6381
F -3.6784 3.1435 6.4338
H 1.3795 2.5026 -4.3403
H 1.3165 3.4235 -2.8381
C -1.1127 -3.0415 -0.8523
H -0.7229 -3.7905 -2.7265
N 0.0915 -3.3457 -0.3751
F -2.6241 3.8129 4.0065
H 2.7667 3.4754 -3.8480
H 1.6426 -0.4402 -3.7789
H -1.1392 0.3052 -2.7063
N 1.5278 0.7830 -2.1265
C 1.0918 -4.1398 -1.0438
Se 2.2612 -1.2906 1.2961
*
```

## Properties
- HOMO energy (alpha / beta) (hartree) = -0.131 / -0.127
- orbital gap (alpha / beta) (eV) = 5.9 / 5.8
- lowest unoccupied orbital energy (alpha / beta) (eV) = 2.35 / 2.36

Löwdin atomic charge list, values in e, 2 entries:
1 N 0.063
2 C -0.068

2.
DFT (the ωB97M-V functional and the def2-TZVPD basis) results for a molecular structure, C20H13BeClN2OS5.

ORCA input file:
```
! wB97M-V def2-TZVPD RIJCOSX def2/J DEFGRID3
* xyz 0 1
H -1.9905 -2.2703 0.1409
S -1.0125 1.6974 2.7160
C 2.0189 -0.5183 0.6375
H 2.8745 -3.1048 3.4121
H 3.9789 0.2470 0.9632
H -4.2490 1.4325 -0.4760
H 0.5567 -4.1733 3.0307
C 0.6481 2.1875 -4.9378
H -5.5473 1.2995 0.7582
C 1.0713 -1.5015 1.0228
C -1.9315 1.0076 1.3985
C 2.0957 2.6376 -3.0840
Cl 2.2904 4.3456 -5.1713
C 3.5337 -1.4303 2.2647
C 1.3663 -2.4485 2.0047
C 2.1253 1.1137 -1.1525
C 1.5330 1.5495 -2.3853
H -0.6700 0.5121 -4.7509
S -1.4737 1.2411 5.6240
H -1.6161 -4.0684 1.8357
C 0.0994 1.1151 -4.2870
C 3.2372 -0.4893 1.2483
C -1.8650 0.9994 4.0494
O -0.1197 -0.2068 -2.3520
H 3.1342 1.4457 -0.9049
C -2.9578 0.2222 1.7901
H 0.3204 2.4456 -5.9368
C 1.6416 2.9675 -4.3252
H 2.8851 3.2180 -2.6206
S -3.1845 0.0270 3.5154
H -5.6347 0.3466 -0.7433
N -0.1311 -1.4669 0.3580
C 0.4742 0.7870 -2.9652
Be -0.1327 -0.1294 -0.7716
S -4.0906 -0.6248 0.7508
C -4.9664 0.7707 0.0055
C -0.8285 -3.3562 1.6315
C 2.6342 -2.3888 2.6350
N 1.5054 0.2671 -0.4122
C 0.3638 -3.4052 2.2907
C -1.0463 -2.3557 0.6640
S -1.4393 1.4423 -0.2227
H 4.4991 -1.3869 2.7517
*
```

## Properties
- HOMO energy (hartree) = -0.277
- orbital gap (eV) = 6.3
- lowest unoccupied orbital energy (eV) = -1.24

Löwdin atomic charge list, values in e, 2 entries:
1 H 0.091
2 S 0.901

3.
DFT (the ωB97M-V functional and the def2-TZVPD basis) results for a gas-phase ion, CH7BNO (charge +1) at a distorted geometry.

ORCA input file:
```
! wB97M-V def2-TZVPD RIJCOSX def2/J DEFGRID3
* xyz 1 1
C -0.1762 -0.7658 -0.1575
O 0.9819 1.1859 0.9512
B 0.7944 -0.0977 0.9671
H -1.0325 -1.1614 0.2803
H -0.4709 1.0973 -0.4691
N -0.7752 0.2983 -1.0388
H 0.2325 -1.5176 -0.6468
H -1.7072 0.1887 -1.4023
H 1.1051 -0.9612 1.7094
H 1.4282 1.5461 1.7689
H -0.3801 0.1875 -1.9625
*
```

## Properties
- structure (SMILES) = [NH3+]CBO
- energy above the lowest of the compared OMol25 structures with the same formula, charge and spin (kcal/mol) = 14.6
- HOMO energy (hartree) = -0.591
- orbital gap (eV) = 12.3
- lowest unoccupied orbital energy (eV) = -3.79

Löwdin atomic charge list, values in e, 2 entries:
1 C -0.048
2 O 0.173

4.
DFT (the ωB97M-V functional and the def2-TZVPD basis) results for C22H30NO3P in the gas phase at a distorted geometry.

ORCA input file:
```
! wB97M-V def2-TZVPD RIJCOSX def2/J DEFGRID3
* xyz 0 1
C -5.4340 -0.7660 -0.0853
H -1.9622 -0.7639 -2.4544
H 2.1949 0.1965 -1.6685
H -4.1775 -0.6499 -1.8182
C 1.5965 1.5228 -0.0719
C 3.3832 -2.4898 -1.4905
H -4.1743 4.0843 -0.6587
H -4.7833 -2.0355 2.8038
H -2.7496 3.3495 -2.5297
C -4.6004 -1.7448 1.7778
C -3.5104 3.2424 -0.5303
H 4.7305 1.4847 1.3567
H 3.8432 3.8628 1.1280
H -2.5897 -2.5021 1.7040
H -4.0781 2.9083 1.5079
N -5.6050 -1.1332 1.1717
C -4.2585 -0.9695 -0.7901
O -1.8436 -1.6833 -2.1893
C -2.7111 2.8287 -1.5840
H -1.2280 1.4242 -2.2395
O 0.3758 -0.3350 -1.0359
H 3.5374 2.1929 -0.6872
O -0.4780 -0.7227 1.4191
H 3.2346 -3.4831 -1.9084
H 1.0659 2.1942 -0.7529
H 3.7176 -3.1453 1.1820
C 2.4213 -2.2741 -0.3241
C -3.3848 -2.0072 1.1694
H 3.1997 1.0157 2.1028
C 2.4259 -0.8345 0.2250
C 1.6807 0.1356 -0.6997
C 2.9797 2.0857 0.2509
H 2.3388 4.1530 0.2525
H 3.2118 -1.7645 -2.2819
H 4.3696 -0.1744 -0.4479
H 2.0028 -3.1557 1.6052
C -3.2001 -1.6031 -0.1493
C -1.8548 -1.7579 -0.7969
H 1.4042 -2.4684 -0.6848
P -0.8244 -0.4295 0.0240
H -1.4079 -2.7206 -0.5214
H 4.4169 -2.4141 -1.1620
C 2.8584 3.4575 0.9077
C -3.4568 2.5828 0.6872
H 2.3012 3.3826 1.8388
H -6.2801 -0.2763 -0.5495
H 1.0057 1.4387 0.8450
H 4.3727 -0.9481 1.1412
C -2.6102 1.5013 0.8478
H 1.8746 -0.8510 1.1693
C -1.8157 1.0803 -0.2086
H -2.5483 0.9711 1.7863
C 3.7278 1.1039 1.1512
C 2.7117 -3.2780 0.7900
C 3.8212 -0.2682 0.4913
C -1.8658 1.7446 -1.4267
H 2.6281 -4.2943 0.4112
*
```

## Properties
- structure (SMILES) = CC(C)[C@H]1CC[C@H](C)C[C@@H]1O[P@@](=O)(c1ccccc1)[C@H](O)c1ccncc1
- HOMO energy (hartree) = -0.351
- orbital gap (eV) = 10.2
- lowest unoccupied orbital energy (eV) = 0.62

Löwdin atomic charge list, values in e, 2 entries:
1 C -0.144
2 H 0.074